[1]
58
Properties=species:S:1:pos:R:3:mulliken_charge:R:1 method="wB97M-V/def2-TZVPD" smiles="CCc1ccc(NC(=O)[C@H](NC(=O)[C@@H]2Cc3ccccc3CN2)c2ccccc2)cc1" gap_ev=8.71 homo_ev=-8.0 e_tot_ha=-1321.77739 charge=0 relative_energy_kcal_mol=1.94
C -8.1078 -0.3607 0.1037 -1.05
C -7.2248 0.3193 -0.9447 -1.03
C -5.7750 0.1916 -0.5730 0.67
C -5.1626 1.1417 0.2358 -0.72
C -3.8432 1.0040 0.6163 -0.60
C -3.1016 -0.0976 0.1944 0.69
N -1.7730 -0.1804 0.6244 0.03
C -0.8305 -1.0852 0.2854 0.29
O -0.9644 -2.0293 -0.4601 -0.69
C 0.5129 -0.7551 0.9933 -0.08
N 1.0503 0.4979 0.4848 0.37
C 0.7406 1.7092 0.9689 0.54
O -0.1930 1.8925 1.7336 -0.79
C 1.6397 2.8558 0.4989 -0.11
C 2.1315 2.7061 -0.9512 -1.16
C 3.2337 1.6832 -1.0740 0.33
C 3.5160 1.1115 -2.3109 -0.74
C 4.5113 0.1625 -2.4419 -0.74
C 5.2403 -0.2298 -1.3307 -0.57
C 4.9708 0.3343 -0.0989 -0.80
C 3.9771 1.2950 0.0414 1.85
C 3.6552 1.8467 1.4110 -1.46
N 2.7549 2.9837 1.4287 -0.42
C 1.5462 -1.8266 0.7857 0.21
C 2.0665 -2.5349 1.8591 -0.48
C 3.0531 -3.4841 1.6570 -0.79
C 3.5270 -3.7324 0.3804 -0.43
C 3.0041 -3.0360 -0.6957 -0.91
C 2.0184 -2.0874 -0.4955 -0.18
C -3.7045 -1.0551 -0.6144 -0.44
C -5.0270 -0.9025 -0.9869 -0.77
H -7.9580 0.0980 1.0785 0.32
H -7.8560 -1.4160 0.1812 0.32
H -9.1580 -0.2720 -0.1652 0.35
H -7.4981 1.3742 -1.0150 0.34
H -7.4000 -0.1446 -1.9176 0.35
H -5.7261 2.0014 0.5697 0.36
H -3.3737 1.7493 1.2427 0.43
H -1.4698 0.5901 1.2243 0.05
H 0.2970 -0.6231 2.0619 0.61
H 1.8101 0.4021 -0.1742 -0.41
H 1.0385 3.7670 0.5962 0.45
H 2.5165 3.6770 -1.2830 0.36
H 1.3008 2.4466 -1.6121 0.38
H 2.9387 1.4140 -3.1731 0.44
H 4.7151 -0.2745 -3.4077 0.42
H 6.0151 -0.9752 -1.4246 0.42
H 5.5305 0.0279 0.7729 0.45
H 3.1984 1.0443 2.0067 0.28
H 4.5767 2.1367 1.9219 0.64
H 3.2642 3.8334 1.2080 0.34
H 1.7002 -2.3416 2.8573 0.40
H 3.4537 -4.0290 2.4991 0.43
H 4.2990 -4.4712 0.2244 0.43
H 3.3636 -3.2319 -1.6947 0.41
H 1.6025 -1.5596 -1.3407 0.49
H -3.1373 -1.9087 -0.9459 0.53
H -5.4859 -1.6521 -1.6157 0.35


[2]
59
Properties=species:S:1:pos:R:3:mulliken_charge:R:1 method="wB97M-V/def2-TZVPD" smiles="CC(=O)c1cccc(CN2CCC(C(=O)Nc3ccc(Oc4cccnc4)cc3)CC2)c1" gap_ev=8.64 homo_ev=-8.3 e_tot_ha=-1396.97196 charge=0 relative_energy_kcal_mol=25.97
C 4.4071 3.2936 -2.1241 -1.43
C 4.1885 2.0060 -2.8808 0.92
O 5.1147 1.3003 -3.2134 -0.60
C 2.7836 1.6394 -3.1973 0.15
C 1.7084 2.5123 -3.0421 -0.47
C 0.4336 2.0981 -3.3798 -1.09
C 0.2128 0.8165 -3.8561 -0.28
C 1.2692 -0.0757 -4.0047 0.95
C 1.0272 -1.5029 -4.4332 -1.88
N 0.7149 -2.4083 -3.3363 0.11
C 1.7794 -2.5066 -2.3515 -0.45
C 1.5047 -3.6625 -1.3925 -1.47
C 0.1369 -3.5338 -0.7186 -0.01
C 0.1029 -2.4004 0.3060 0.33
O 0.9572 -1.5517 0.4171 -0.67
N -1.0153 -2.4655 1.0902 -0.05
C -1.4211 -1.6183 2.1251 0.57
C -2.6156 -1.9165 2.7799 -0.49
C -3.0746 -1.1179 3.8061 -1.05
C -2.3420 -0.0034 4.2006 0.26
O -2.8133 0.7107 5.2772 -0.48
C -2.6943 2.0671 5.3133 0.52
C -2.6447 2.8845 4.1871 -0.22
C -2.5843 4.2554 4.3700 -0.54
C -2.5788 4.7579 5.6618 -0.29
N -2.6455 3.9858 6.7342 -0.57
C -2.7039 2.6815 6.5690 -0.40
C -1.1424 0.2893 3.5622 -0.24
C -0.6868 -0.5071 2.5295 -0.51
C -0.9269 -3.3155 -1.8025 -1.16
C -0.5487 -2.1295 -2.6863 -0.51
C 2.5464 0.3533 -3.6793 -0.31
H 4.1255 4.1396 -2.7481 0.36
H 5.4588 3.3818 -1.8636 0.35
H 3.8033 3.3089 -1.2200 0.39
H 1.8587 3.5158 -2.6759 0.37
H -0.3981 2.7794 -3.2716 0.39
H -0.7889 0.5106 -4.1230 0.43
H 1.9194 -1.8950 -4.9293 0.50
H 0.1923 -1.5468 -5.1390 0.54
H 2.7164 -2.6988 -2.8791 0.41
H 1.8903 -1.5786 -1.7721 0.36
H 1.5275 -4.6005 -1.9502 0.47
H 2.2889 -3.6853 -0.6349 0.40
H -0.0815 -4.4654 -0.1814 0.49
H -1.6455 -3.2371 0.9191 0.20
H -3.1904 -2.7818 2.4804 0.34
H -3.9960 -1.3472 4.3175 0.43
H -2.6636 2.4552 3.1953 0.49
H -2.5470 4.9182 3.5193 0.37
H -2.5246 5.8206 5.8528 0.36
H -2.7644 2.0784 7.4642 0.41
H -0.5544 1.1367 3.8828 0.51
H 0.2442 -0.2772 2.0400 0.55
H -1.9123 -3.1431 -1.3636 0.50
H -0.9782 -4.2096 -2.4263 0.45
H -1.3138 -1.9960 -3.4563 0.45
H -0.5097 -1.2126 -2.0712 0.32
H 3.3938 -0.3065 -3.7964 0.49


[3]
61
Properties=species:S:1:pos:R:3:mulliken_charge:R:1 method="wB97M-V/def2-TZVPD" smiles="COc1ccc(N2C(=O)CC[C@H](C(=O)Nc3ccccn3)[C@H]2c2ccc(OC)c(OC)c2)cc1" gap_ev=8.54 homo_ev=-7.9 e_tot_ha=-1547.44285 charge=0 relative_energy_kcal_mol=37.01
C 6.2073 1.7993 -1.3144 -0.81
O 6.0292 0.7851 -0.3565 -0.47
C 4.8729 0.0645 -0.3788 0.96
C 3.8243 0.2670 -1.2686 -0.63
C 2.6903 -0.5219 -1.1941 -0.30
C 2.5763 -1.5079 -0.2252 -0.50
N 1.4019 -2.2963 -0.1469 0.48
C 1.4817 -3.6558 -0.1586 0.70
O 2.5278 -4.2677 -0.1464 -0.66
C 0.1287 -4.3399 -0.2574 -1.00
C -0.8714 -3.8414 0.7905 -0.69
C -0.7196 -2.3313 1.0240 0.31
C -2.0424 -1.5890 1.1848 -0.35
O -2.3173 -0.9632 2.1818 -0.69
N -2.8489 -1.6875 0.0908 0.02
C -4.0456 -1.0341 -0.1803 0.55
C -4.6686 -0.1512 0.6996 -0.32
C -5.8509 0.4346 0.2878 -0.65
C -6.3686 0.1269 -0.9632 -0.40
C -5.6662 -0.7639 -1.7565 -0.38
N -4.5336 -1.3316 -1.3807 -0.60
C 0.0881 -1.6708 -0.1197 -0.68
C 0.1215 -0.1848 0.1318 -0.43
C 0.7974 0.3564 1.2129 -0.88
C 0.7555 1.7173 1.4462 -0.97
C 0.0284 2.5788 0.6337 1.33
O -0.0103 3.9361 0.8255 -0.46
C 0.6640 4.4814 1.9325 -0.93
C -0.6927 2.0332 -0.4447 0.16
O -1.4664 2.7033 -1.3443 -0.49
C -1.9065 4.0187 -1.0878 -0.83
C -0.6183 0.6639 -0.6749 -0.09
C 3.6288 -1.7190 0.6595 -0.27
C 4.7648 -0.9445 0.5793 -0.86
H 7.1875 2.2279 -1.1111 0.24
H 6.1930 1.3981 -2.3329 0.32
H 5.4451 2.5801 -1.2211 0.32
H 3.8763 1.0290 -2.0300 0.41
H 1.8885 -0.3597 -1.8979 0.44
H 0.2866 -5.4137 -0.1590 0.38
H -0.2533 -4.1507 -1.2647 0.34
H -0.6986 -4.3656 1.7308 0.39
H -1.8849 -4.0890 0.4668 0.29
H -0.1621 -2.1568 1.9485 0.76
H -2.5465 -2.2577 -0.6886 0.34
H -4.2295 0.0567 1.6598 0.49
H -6.3659 1.1259 0.9386 0.43
H -7.2897 0.5664 -1.3112 0.39
H -6.0174 -1.0425 -2.7414 0.41
H -0.4189 -1.8495 -1.0798 0.86
H 1.3730 -0.2716 1.8737 0.49
H 1.3059 2.1083 2.2859 0.43
H 1.7433 4.3077 1.8738 0.34
H 0.2800 4.0824 2.8764 0.35
H 0.4703 5.5525 1.8893 0.26
H -2.6302 4.2333 -1.8742 0.30
H -2.3951 4.0953 -0.1141 0.31
H -1.0877 4.7389 -1.1389 0.26
H -1.1767 0.2856 -1.5183 0.43
H 3.5559 -2.4983 1.4006 0.46
H 5.5894 -1.0978 1.2569 0.43


[4]
64
Properties=species:S:1:pos:R:3:mulliken_spin:R:1 method="wB97M-V/def2-TZVPD" gap_ev="7.71 / 5.96" homo_ev="-10.8 / -10.9" e_tot_ha=-2131.00690 charge=+1 relative_energy_kcal_mol=74.25 s_squared=6.02 spin_multiplicity=5
Rh 0.7162 1.1010 -0.7947 2.43
O -4.2656 2.1127 0.3259 0.01
C -4.7196 1.6121 -0.8492 0.00
C -6.0986 1.6395 -1.0358 0.00
C -6.6699 1.0850 -2.1627 -0.01
C -5.8746 0.4859 -3.1349 0.00
C -4.5099 0.4414 -2.9503 -0.01
C -3.9101 1.0030 -1.8140 -0.01
C -2.4697 0.7683 -1.6885 -0.06
O -1.5681 1.8150 -1.4329 0.23
N -1.9421 -0.3678 -1.8979 0.13
N -0.5521 -0.4293 -1.8062 0.08
C -0.1101 -1.6167 -2.0597 0.01
C 1.2621 -2.0313 -1.9998 0.00
C 1.5055 -3.4114 -2.1725 0.00
C 2.7727 -3.9320 -2.1056 0.02
C 3.8475 -3.0580 -1.8788 0.00
C 3.6518 -1.7064 -1.7390 0.04
C 2.3588 -1.1452 -1.8049 0.03
O 2.2439 0.1487 -1.7284 0.19
H -3.3810 2.5013 0.2010 0.01
H -6.6994 2.1065 -0.2697 0.00
H -7.7432 1.1225 -2.2883 0.00
H -6.3154 0.0598 -4.0238 0.00
H -3.8728 -0.0287 -3.6868 0.00
H -0.8526 -2.3704 -2.3239 0.00
H 0.6603 -4.0609 -2.3694 0.00
H 2.9459 -4.9888 -2.2477 0.00
H 4.8534 -3.4525 -1.8314 0.00
H 4.4816 -1.0311 -1.5898 0.00
O 0.6520 0.4544 2.9410 0.01
C 0.6707 -0.4224 2.1027 0.00
O 0.9432 -0.3438 0.8542 0.08
C 0.4699 -1.8754 2.5953 0.01
N 0.4387 -2.7737 1.3794 0.00
C 1.4719 -3.8444 1.5460 0.00
C 2.5180 -3.1588 2.4042 0.00
C 1.6766 -2.3715 3.4076 0.00
H -0.4697 -1.9542 3.1378 0.00
H 0.7144 -2.0995 0.6195 -0.01
H -0.4897 -3.1335 1.1725 0.00
H 1.8111 -4.1639 0.5631 0.00
H 1.0058 -4.6790 2.0702 0.00
H 3.1309 -2.4942 1.7933 0.00
H 3.1733 -3.8824 2.8834 0.00
H 2.2050 -1.5260 3.8409 0.00
H 1.3501 -3.0156 4.2242 0.00
C -0.8158 3.2783 3.1641 0.00
S -0.9011 2.9117 1.4046 0.03
O -2.0924 2.9993 -1.3234 0.72
C 0.7761 3.1628 0.8713 -0.03
C 1.8498 3.0820 1.7642 0.03
C 3.1374 3.2956 1.3120 -0.01
C 3.3939 3.5755 -0.0277 0.02
C 2.3422 3.6703 -0.9182 -0.04
C 1.0235 3.4669 -0.4855 0.06
H -0.2862 4.2116 3.3316 0.00
H -0.3518 2.4525 3.6922 0.00
H -1.8477 3.3825 3.4897 0.00
H 1.6743 2.8287 2.7972 0.00
H 3.9587 3.2332 2.0134 0.00
H 4.4079 3.7312 -0.3655 0.00
H 2.5211 3.9136 -1.9570 0.00
H 0.1930 3.7158 -1.1381 0.02


[5]
60
Properties=species:S:1:pos:R:3:mulliken_charge:R:1 method="wB97M-V/def2-TZVPD" gap_ev=5.63 homo_ev=-13.2 e_tot_ha=-2089.35473 charge=+2 relative_energy_kcal_mol=0.00
Zr -0.5348 0.2744 -1.4834 1.16
C -2.5615 -0.0747 1.4239 -1.50
C -3.2303 0.6077 0.2769 1.00
C -4.4542 1.2667 0.4681 -0.79
C -5.0226 1.9608 -0.5606 -0.64
C -4.4311 1.9438 -1.8441 0.82
C -5.0148 2.5929 -2.9550 -0.76
C -4.4300 2.4818 -4.1898 -0.85
C -3.2920 1.6744 -4.3657 -0.52
C -2.7116 0.9956 -3.3134 0.09
S -1.4540 -0.2452 -3.6496 -0.27
C -3.2528 1.2095 -2.0228 0.65
N -2.6327 0.6091 -0.9225 -0.26
H -3.3020 -0.3399 2.1750 0.45
H -1.8417 0.5942 1.9056 0.31
H -2.0253 -0.9732 1.1179 0.32
H -4.9153 1.2362 1.4448 0.43
H -5.9457 2.5088 -0.4190 0.47
H -5.9262 3.1599 -2.8220 0.44
H -4.8680 2.9721 -5.0472 0.43
H -2.9026 1.5292 -5.3654 0.52
C 1.6361 -5.8771 7.6226 -1.06
C 1.4538 -5.2165 6.2777 0.74
O 0.6137 -5.5316 5.4902 -0.50
S 2.6574 -3.8877 6.0135 -0.23
C 2.0918 -3.2065 4.4913 0.36
C 1.9525 -1.8199 4.4048 -0.71
C 1.5443 -1.2287 3.2264 -0.61
C 1.2637 -2.0341 2.1186 0.28
C 1.4110 -3.4283 2.1980 -0.56
C 1.8302 -4.0064 3.3759 -0.50
C 0.8299 -1.4773 0.8949 0.13
C 0.4738 -0.9933 -0.1801 -0.39
H 1.4252 -6.9379 7.5095 0.31
H 0.9130 -5.4456 8.3153 0.30
H 2.6365 -5.7255 8.0248 0.39
H 2.1587 -1.2082 5.2726 0.43
H 1.4430 -0.1537 3.1625 0.44
H 1.2026 -4.0446 1.3347 0.47
H 1.9589 -5.0749 3.4355 0.47
C 0.8061 2.6634 -2.9583 -0.44
C 2.0709 3.4364 -3.4086 -0.91
N 3.2631 2.6678 -3.0996 -0.06
C 3.3977 2.5543 -1.6577 -0.91
C 2.1409 1.8830 -1.0484 -0.42
N 1.2232 1.4462 -2.1703 0.26
C 2.0101 0.5215 -3.0927 -0.46
C 3.1857 1.3467 -3.6954 -0.78
H 0.2181 2.3041 -3.8062 0.40
H 0.1590 3.2722 -2.3168 0.42
H 2.1332 4.3975 -2.9001 0.30
H 2.0184 3.6243 -4.4804 0.36
H 3.5423 3.5450 -1.2302 0.32
H 4.2803 1.9576 -1.4302 0.35
H 1.5736 2.5747 -0.4181 0.45
H 2.3740 0.9924 -0.4635 0.33
H 1.3350 0.1703 -3.8735 0.44
H 2.3514 -0.3227 -2.4904 0.48
H 3.0438 1.4553 -4.7699 0.31
H 4.1259 0.8232 -3.5301 0.32


[6]
65
Properties=species:S:1:pos:R:3:mulliken_spin:R:1 method="wB97M-V/def2-TZVPD" gap_ev="6.36 / 6.37" homo_ev="-3.8 / -3.8" e_tot_ha=-3432.27175 charge=-1 s_squared=3.76 spin_multiplicity=4
Co 0.0187 0.0185 -0.4100 2.68
C 0.6114 -2.0937 1.8207 0.01
N 0.0066 -0.7517 1.7836 0.03
C -1.3348 -0.8017 2.3733 0.01
C 0.9039 0.1776 2.4620 0.00
C 0.9002 0.3149 3.8370 0.00
C 1.7969 1.1606 4.4787 0.01
C 2.7082 1.8723 3.7132 0.00
C 2.7278 1.7442 2.3345 0.00
C 1.8280 0.8964 1.6690 0.00
N 1.6993 0.7902 0.3119 0.07
C 2.6454 1.0414 -0.6379 -0.01
C 4.0374 0.9674 -0.4812 0.01
C 4.8863 1.1035 -1.5706 0.00
C 4.3843 1.3183 -2.8432 0.01
C 3.0048 1.4127 -3.0185 0.00
C 2.1465 1.2898 -1.9445 0.00
N 0.7069 1.4454 -2.0557 0.02
C 0.1696 1.1330 -3.3760 0.01
C 0.3506 2.8257 -1.6773 0.01
H 0.7616 -2.4167 2.8588 0.00
H -0.0396 -2.8053 1.3121 0.00
H 1.5686 -2.0747 1.3025 0.00
H -1.3294 -1.2531 3.3734 0.00
H -1.7560 0.1994 2.4297 0.00
H -1.9713 -1.4236 1.7403 0.00
H 0.1814 -0.2402 4.4270 0.00
H 1.7688 1.2717 5.5548 0.00
H 3.3992 2.5565 4.1921 0.00
H 3.4051 2.3480 1.7463 0.00
H 4.4452 0.7487 0.4960 0.00
H 5.9566 1.0188 -1.4205 0.00
H 5.0475 1.4092 -3.6936 0.00
H 2.6088 1.5863 -4.0108 0.00
H 0.4823 1.8623 -4.1348 0.00
H 0.4828 0.1331 -3.6698 0.00
H -0.9200 1.1526 -3.3200 0.00
H 0.8007 3.5368 -2.3813 0.00
H -0.7307 2.9474 -1.6777 0.00
H 0.7072 3.0308 -0.6707 0.00
C -3.3389 1.0848 -0.9251 0.01
C -3.1569 -0.3947 -0.7959 0.00
C -4.3057 -1.1895 -0.5518 0.00
C -4.1899 -2.5366 -0.4586 0.00
C -2.9345 -3.1498 -0.6750 0.00
C -2.7772 -4.5519 -0.6720 0.00
C -1.5511 -5.0862 -0.9554 0.00
C -0.4572 -4.2573 -1.2474 -0.01
C -0.5529 -2.8759 -1.2448 -0.02
S 0.8131 -1.8734 -1.6266 0.08
C -1.8321 -2.3022 -0.9322 0.01
N -1.9622 -0.9322 -0.9244 0.05
H -3.5127 1.5416 0.0499 0.00
H -4.2072 1.2914 -1.5538 0.00
H -2.4596 1.5547 -1.3538 0.00
H -5.2610 -0.6953 -0.4295 0.00
H -5.0519 -3.1611 -0.2500 0.00
H -3.6339 -5.1802 -0.4596 0.00
H -1.4175 -6.1617 -0.9636 0.00
H 0.5032 -4.6973 -1.4835 0.00
F -2.0520 3.7079 0.2706 0.00
B -1.5560 2.8609 1.2677 0.01
F -2.5953 2.4463 2.1153 0.00
F -0.5193 3.4464 1.9649 0.00
F -1.0584 1.6584 0.6120 0.01


- Which value of charge does entry 5 give?
  +2